[1]
The following is a DFT calculation (ωB97M-V/def2-TZVPD) of C4H6O2 in the gas phase.

The geometry in XYZ format:
```
12
Properties=species:S:1:pos:R:3:forces:R:3:mulliken_charge:R:1
O 2.30910 0.52637 1.17952 -0.499 -0.127 0.054 -0.464
C 1.15933 0.16402 1.26138 0.352 0.071 -0.027 -0.156
C 0.47181 -0.61717 0.17739 0.134 -0.092 0.098 -0.042
C 0.19927 0.04184 -1.14697 0.009 0.101 -0.209 -0.701
C -0.92908 -0.29370 -0.21098 0.068 -0.321 -0.183 -0.007
O -1.53453 0.73656 0.51002 -0.142 0.145 -0.103 -0.509
H 0.56333 0.36472 2.17147 0.055 0.023 -0.065 0.340
H 0.77003 -1.66280 0.15940 -0.024 0.110 0.023 0.385
H 0.33510 -0.53916 -2.05412 -0.059 0.077 0.156 0.250
H 0.47153 1.09064 -1.22759 -0.053 -0.142 0.036 0.259
H -1.58264 -1.12580 -0.47321 0.069 0.151 0.055 0.339
H -2.12259 1.20827 -0.09307 0.088 0.004 0.162 0.307
```
Positions in Å, forces in eV/Å.

Summary:
- 2S+1: 1
- Structure (SMILES): O=C[C@@H]1C[C@@H]1O
- Energy: -306.43799 a.u.
- Lowest unoccupied orbital energy: 0.703 eV
- Kohn-Sham gap: 10.490 eV
- ΔE to the lowest compared entry with this formula, charge and spin: 179.3 kJ/mol

---

[2]
The following is a DFT calculation (ωB97M-V/def2-TZVPD) of a molecular structure, C4H6O2.

The geometry in XYZ format:
```
12
Properties=species:S:1:pos:R:3:forces:R:3:mulliken_charge:R:1
C 2.70365 0.61942 -0.19089 0.064 -0.197 0.287 -0.005
O 2.77488 -0.08681 0.78716 0.001 0.327 -0.452 -0.425
C -0.38373 -0.55801 0.53393 0.080 -0.195 0.183 -0.142
C -1.65734 -0.95398 0.53651 0.073 -0.013 0.033 -0.436
C -1.91729 0.16744 -0.43524 -0.313 0.094 -0.145 -0.210
O -0.49475 0.50210 -0.35297 0.046 0.062 -0.042 -0.399
H 3.58169 1.18810 -0.55443 -0.059 -0.072 0.068 0.270
H 1.76559 0.73460 -0.76272 0.100 -0.026 0.076 0.166
H 0.58121 -0.79861 0.97056 -0.215 -0.003 -0.041 0.416
H -2.24818 -1.71964 1.01411 0.116 0.120 -0.070 0.338
H -2.52212 1.00863 -0.08521 0.073 -0.120 -0.036 0.214
H -2.18359 -0.10326 -1.46080 0.035 0.022 0.138 0.215
```
Positions in Å, forces in eV/Å.

Summary:
- 2S+1: 1
- Energy: -306.38317 a.u.
- Lowest unoccupied orbital energy: 0.926 eV
- Kohn-Sham gap: 9.900 eV
- ΔE to the lowest compared entry with this formula, charge and spin: 323.3 kJ/mol

---

Copy entry 1 word for word.
The following is a DFT calculation (ωB97M-V/def2-TZVPD) of C4H6O2 in the gas phase.

The geometry in XYZ format:
```
12
Properties=species:S:1:pos:R:3:forces:R:3:mulliken_charge:R:1
O 2.30910 0.52637 1.17952 -0.499 -0.127 0.054 -0.464
C 1.15933 0.16402 1.26138 0.352 0.071 -0.027 -0.156
C 0.47181 -0.61717 0.17739 0.134 -0.092 0.098 -0.042
C 0.19927 0.04184 -1.14697 0.009 0.101 -0.209 -0.701
C -0.92908 -0.29370 -0.21098 0.068 -0.321 -0.183 -0.007
O -1.53453 0.73656 0.51002 -0.142 0.145 -0.103 -0.509
H 0.56333 0.36472 2.17147 0.055 0.023 -0.065 0.340
H 0.77003 -1.66280 0.15940 -0.024 0.110 0.023 0.385
H 0.33510 -0.53916 -2.05412 -0.059 0.077 0.156 0.250
H 0.47153 1.09064 -1.22759 -0.053 -0.142 0.036 0.259
H -1.58264 -1.12580 -0.47321 0.069 0.151 0.055 0.339
H -2.12259 1.20827 -0.09307 0.088 0.004 0.162 0.307
```
Positions in Å, forces in eV/Å.

Summary:
- 2S+1: 1
- Structure (SMILES): O=C[C@@H]1C[C@@H]1O
- Energy: -306.43799 a.u.
- Lowest unoccupied orbital energy: 0.703 eV
- Kohn-Sham gap: 10.490 eV
- ΔE to the lowest compared entry with this formula, charge and spin: 179.3 kJ/mol